1.
Computed, not measured: a structure of composition C30H22BiN5O2S, with ωB97M-V/def2-TZVPD.

Computed properties:
LUMO (eV): -0.071
Energy above the lowest of the compared OMol25 structures with the same formula, charge and spin (eV): 0.413
Frontier orbital gap (eV): 7.20
Largest force on an atom (Eh/bohr): 0.01383
Calculated total energy (eV): -59688.2892

Atoms and positions in Å:
Bi 0.45568 0.26633 -0.30652
O -0.35562 -1.46103 -1.54441
C -0.47358 -1.50040 -2.84080
C -0.48976 -2.76826 -3.47319
C -0.58265 -2.89986 -4.83706
C -0.68263 -1.76711 -5.65349
C -0.72414 -0.52838 -5.06573
C -0.63187 -0.35442 -3.67121
C -0.82292 0.97763 -3.16757
N -0.63869 1.39872 -1.96485
N -1.02306 2.68720 -1.68810
C -0.65066 3.10626 -0.50942
O 0.10163 2.47003 0.32345
C -1.14174 4.44239 -0.07761
C -1.45815 4.60950 1.26952
C -1.89582 5.83848 1.73447
C -1.99818 6.91202 0.85991
C -1.68962 6.74498 -0.48216
C -1.27006 5.51070 -0.95554
H -0.42445 -3.63355 -2.82457
H -0.59549 -3.88803 -5.28053
H -0.74424 -1.86761 -6.72871
H -0.83298 0.35428 -5.68690
H -1.19785 1.72204 -3.86963
H -1.36449 3.76184 1.93603
H -2.15676 5.96437 2.77782
H -2.31588 7.87989 1.22716
H -1.78102 7.58573 -1.15832
H -1.04105 5.36715 -2.00329
N 3.15936 -2.85067 2.46523
C 3.02469 -3.78237 1.45539
C 3.26829 -5.14886 1.39205
C 2.99984 -5.77027 0.18811
C 2.51013 -5.05653 -0.91518
C 2.27006 -3.69908 -0.85319
C 2.52944 -3.05658 0.35581
N 2.39129 -1.72910 0.70677
C 2.75043 -1.64679 1.95750
C 2.67245 -0.40672 2.71537
C 3.18078 -0.13491 3.95223
S 2.79032 1.46743 4.41380
C 1.95106 1.67014 2.91316
N 1.97362 0.63271 2.15230
H 3.44980 -3.03857 3.40680
H 3.64769 -5.69667 2.24543
H 3.16931 -6.83485 0.09264
H 2.31288 -5.58706 -1.83793
H 1.88723 -3.14533 -1.69934
H 3.76915 -0.77138 4.59341
H 1.43650 2.58646 2.65401
C -3.51751 -0.70668 2.62177
C -3.60913 -0.88172 1.24811
C -2.52327 -0.59045 0.43313
C -1.34128 -0.10959 0.98376
C -1.26454 0.08755 2.35928
C -2.34631 -0.21150 3.17721
H -4.35281 -0.96442 3.26068
H -4.52954 -1.25253 0.81378
H -2.59511 -0.73982 -0.63772
H -0.36035 0.49304 2.79960
H -2.27840 -0.05575 4.24730

---

2.
Computed, not measured: a structure of composition C30H22CrN4O5S2 at a distorted geometry, with ωB97M-V/def2-TZVPD.

Computed properties:
LUMO (alpha / beta) (eV): -8.706 / -8.736
Frontier orbital gap (alpha / beta) (eV): 5.66 / 5.63
Largest force on an atom (Eh/bohr): 0.06362
Calculated total energy (eV): -97734.4975
Charge: +2

Atoms and positions in Å:
Cr 0.46210 0.44510 -0.87740
C 1.54430 4.42440 1.19950
C 0.65110 3.27280 0.94690
N 1.17220 2.11330 1.16810
N 0.53140 0.98890 0.93690
C -0.42280 0.40960 1.59500
S -1.19160 -0.74110 0.41360
S -0.92540 0.77270 3.18820
C -2.72590 0.32690 3.13500
C -3.48630 1.27850 4.00290
C -3.46890 2.64630 3.73740
C -4.23950 3.50880 4.49290
C -5.03240 3.01860 5.51890
C -5.03750 1.66250 5.79920
C -4.24920 0.79590 5.06180
C -0.70680 3.48710 0.39860
C -1.51960 4.50490 0.90220
C -2.78260 4.74790 0.38760
C -3.26970 3.99340 -0.67180
C -2.49110 2.98950 -1.21190
C -1.23010 2.70980 -0.67790
O -0.54890 1.67120 -1.09750
H 2.33100 4.13040 1.88980
H 1.01070 5.29430 1.57260
H 2.01620 4.72540 0.26090
H -2.83330 -0.69670 3.48700
H -3.01790 0.41210 2.08790
H -2.85620 3.03840 2.93650
H -4.22570 4.56530 4.28230
H -5.64780 3.69510 6.09050
H -5.65910 1.27950 6.59210
H -4.25380 -0.25850 5.29000
H -1.16890 5.09160 1.73800
H -3.38670 5.54010 0.80300
H -4.25370 4.17890 -1.07100
H -2.83490 2.39230 -2.04330
N 2.85160 -6.55590 0.30200
C 2.13820 -5.66510 0.35900
C 1.29310 -4.52600 0.42260
C 0.56060 -4.14540 -0.70380
C -0.19760 -2.99370 -0.65890
C -0.21110 -2.23700 0.50790
C 0.48500 -2.61370 1.64450
C 1.23870 -3.77240 1.59720
H 0.60220 -4.73640 -1.60590
H -0.76070 -2.67460 -1.52350
H 0.44740 -2.02870 2.55100
H 1.79050 -4.09360 2.46750
O 2.62010 -2.45180 -1.79050
C 2.74900 -1.38450 -1.25500
O 1.66820 -0.61220 -1.03770
C 4.00840 -0.79860 -0.76830
C 4.00720 0.39440 -0.03940
C 5.20130 0.91810 0.40520
C 6.38340 0.25000 0.10870
C 6.40260 -0.92530 -0.62850
C 5.20470 -1.46010 -1.06520
N 7.64280 0.84070 0.58330
O 7.54340 1.86040 1.21950
O 8.65630 0.26450 0.29700
H 3.07810 0.90670 0.17920
H 5.25530 1.83790 0.96670
H 7.34910 -1.39400 -0.85330
H 5.17030 -2.37250 -1.64070

---

3.
Computed, not measured: a structure of composition C30H22FIrN2OS at a distorted geometry, with ωB97M-V/def2-TZVPD.

Computed properties:
LUMO (eV): -6.878
Energy above the lowest of the compared OMol25 structures with the same formula, charge and spin (eV): 0.731
Frontier orbital gap (eV): 6.88
Largest force on an atom (Eh/bohr): 0.05013
Calculated total energy (eV): -52871.3522
Charge: +2

Atoms and positions in Å:
Ir 0.14769 -0.76902 -0.17427
C 3.85011 -1.54292 1.76188
C 2.82510 -0.87994 1.07721
N 1.70570 -1.51182 0.75283
C 1.53910 -2.80873 1.13573
C 2.50268 -3.53665 1.81423
C 3.70107 -2.86168 2.11905
C 2.19501 -4.90120 2.16623
C 0.99179 -5.44425 1.86818
C -0.02929 -4.67071 1.20509
C -1.33366 -5.11377 0.91035
C -2.22531 -4.25142 0.31927
C -1.83885 -2.94124 0.00885
N -0.60362 -2.52102 0.25764
C 0.27626 -3.36730 0.85501
H 4.75220 -0.99675 1.99786
H 2.91329 0.15529 0.77294
H 4.48954 -3.38018 2.65090
H 2.94195 -5.47800 2.69605
H 0.76641 -6.46569 2.14572
H -1.63014 -6.12465 1.16125
H -3.23569 -4.55961 0.09083
H -2.51921 -2.23349 -0.44745
F -3.21436 1.44538 4.22602
C -2.40381 0.94080 3.29416
C -1.32589 0.17124 3.69940
C -0.49186 -0.36691 2.73121
C -0.75163 -0.09895 1.38967
C -1.82351 0.69344 0.99867
C -2.67110 1.21745 1.97022
H -1.15935 0.00394 4.75508
H 0.35814 -0.96675 3.02921
H -1.99716 0.94787 -0.04970
H -3.51156 1.84583 1.70843
O 0.93763 0.34613 -1.77791
S 2.47703 0.54611 -2.02210
C 3.05014 -1.10100 -2.35939
C 2.15590 -2.12560 -2.63813
C 2.65558 -3.39950 -2.87735
C 4.02475 -3.62992 -2.84339
C 4.90492 -2.59040 -2.56881
C 4.42174 -1.31462 -2.31863
C 2.59071 1.36786 -3.55951
C 3.59732 2.31667 -3.67228
C 3.76469 2.95668 -4.89363
C 2.92442 2.65331 -5.95236
C 1.90717 1.71025 -5.81166
C 1.73443 1.05006 -4.61051
H 1.09267 -1.92755 -2.70564
H 1.97667 -4.20818 -3.11550
H 4.40907 -4.62131 -3.04361
H 5.97074 -2.77429 -2.55206
H 5.10679 -0.50279 -2.09973
H 4.22928 2.56279 -2.82741
H 4.53909 3.70233 -5.00958
H 3.05333 3.16037 -6.89943
H 1.25383 1.49487 -6.64632
H 0.94688 0.31866 -4.48466

---

4.
Computed, not measured: a structure of composition C30H23BBrF4N3O3Rh, with ωB97M-V/def2-TZVPD.

Computed properties:
LUMO (alpha / beta) (eV): -3.416 / -5.944
Energy above the lowest of the compared OMol25 structures with the same formula, charge and spin (eV): 1.534
Frontier orbital gap (alpha / beta) (eV): 5.79 / 5.07
Largest force on an atom (Eh/bohr): 0.00821
2S+1: 5
Calculated total energy (eV): -126690.6347
Charge: +1

Atoms and positions in Å:
Rh -1.71029 -0.40155 0.90438
Br 2.69699 -5.78811 3.27120
C 1.35477 -4.73318 2.54718
C 0.35806 -5.31255 1.77946
C -0.60229 -4.47740 1.24692
C -0.59011 -3.06893 1.45921
O -1.50516 -2.39536 0.89349
C 0.44744 -2.46960 2.29374
C 0.56875 -1.08986 2.58945
N -0.27916 -0.09691 2.16772
C -0.00882 1.24301 2.39872
C 0.99866 1.76549 3.18308
C 1.14549 3.16328 3.31037
C 0.30806 4.03922 2.67796
C -0.75089 3.53698 1.87866
C -1.69080 4.34281 1.19600
C -2.68648 3.76549 0.45926
C -2.76823 2.36443 0.38353
N -1.89885 1.60080 1.01207
C -0.89261 2.15042 1.75294
C 1.39712 -3.33382 2.80485
H 0.34182 -6.37781 1.60955
H -1.40637 -4.86219 0.63471
H 1.45049 -0.78898 3.13518
H 1.67907 1.11970 3.71835
H 1.94066 3.54350 3.93676
H 0.43006 5.10700 2.79041
H -1.61524 5.41974 1.27009
H -3.41900 4.36029 -0.06568
H -3.53834 1.86238 -0.18780
H 2.19669 -2.94835 3.42128
C 1.58177 -1.70899 -3.58377
O 1.76422 -0.58421 -2.73059
C 2.30912 -0.77738 -1.51555
C 2.72133 -2.01365 -1.02190
C 3.38820 -2.09845 0.19019
C 3.63939 -0.95853 0.94100
C 3.19031 0.26547 0.47758
C 2.51107 0.36351 -0.72794
N 2.17926 1.66855 -1.17746
C 1.21968 2.16381 -1.94414
C 0.00053 1.64030 -2.38866
C -0.59421 2.28957 -3.51013
C -1.74258 1.81805 -4.07135
C -2.35393 0.67259 -3.51265
C -1.83986 0.04815 -2.41055
C -0.67535 0.53639 -1.77521
O -0.24949 0.07149 -0.64971
H 1.20853 -1.30867 -4.52156
H 0.84474 -2.39634 -3.16246
H 2.52648 -2.22727 -3.75278
H 2.55539 -2.90608 -1.60635
H 3.73201 -3.06473 0.53597
H 4.19038 -1.01693 1.86948
H 3.37111 1.16683 1.05143
H 2.87595 2.34996 -0.90545
H 1.45182 3.17122 -2.27485
H -0.09641 3.15547 -3.92895
H -2.18016 2.30488 -4.92968
H -3.26413 0.28480 -3.95122
H -2.33269 -0.81924 -1.99484
F -5.86953 -1.05158 0.07555
B -4.91183 -0.68249 -0.78725
F -4.54979 -1.59230 -1.71993
F -4.98711 0.60018 -1.24312
F -3.56571 -0.60432 0.18381

---

5.
Computed, not measured: a structure of composition C30H23N8NiO3S at a distorted geometry, with ωB97M-V/def2-TZVPD.

Computed properties:
LUMO (alpha / beta) (eV): -3.836 / -3.837
Frontier orbital gap (alpha / beta) (eV): 6.07 / 6.07
Largest force on an atom (Eh/bohr): 0.04737
Calculated total energy (eV): -101421.3630
Charge: +1

Atoms and positions in Å:
Ni -1.40004 -2.46875 -0.96367
C 7.22536 8.09065 -0.99797
O 7.54126 6.71555 -0.98077
C 6.55536 5.80675 -0.94667
C 6.97966 4.46945 -0.90757
C 6.06916 3.44235 -0.87077
C 4.69306 3.70925 -0.87567
C 4.27506 5.04555 -0.90027
C 5.18296 6.08305 -0.93887
C 3.69476 2.66745 -0.86637
N 2.39436 2.88835 -0.86407
C 1.80206 1.67565 -0.87157
C 2.77596 0.66255 -0.86997
N 3.97096 1.32145 -0.86747
C 2.45096 -0.71415 -0.87147
C 3.37056 -1.77435 -0.83827
C 2.90526 -3.06625 -0.85927
C 1.52816 -3.29405 -0.89817
N 0.64146 -2.31445 -0.92377
C 1.06916 -1.03235 -0.91877
C 0.06046 0.00245 -0.96337
N -1.23244 -0.39445 -1.04787
C -2.19234 0.51395 -1.07207
C -1.92124 1.88775 -0.98547
C -0.61824 2.32075 -0.90947
C 0.41136 1.36785 -0.91147
H 8.18866 8.59805 -1.00447
H 6.65696 8.38165 -0.10897
H 6.65696 8.35975 -1.89367
H 8.04246 4.28455 -0.90577
H 6.43356 2.42705 -0.82797
H 3.21416 5.24105 -0.88347
H 4.82376 7.10115 -0.96307
H 4.88836 0.90975 -0.91017
H 4.42856 -1.57125 -0.79997
H 3.58566 -3.90125 -0.85227
H 1.14406 -4.30425 -0.91287
H -3.21314 0.14705 -1.15877
H -2.74234 2.58825 -0.98147
H -0.36084 3.36665 -0.84207
N -6.48684 -1.53845 4.88483
C -6.12534 -1.78515 3.60343
C -6.98744 -2.47725 2.73373
C -6.61514 -2.71805 1.42983
C -5.39084 -2.25235 0.98333
C -4.51384 -1.58805 1.82483
C -4.87104 -1.35625 3.13203
S -4.93914 -2.30545 -0.74017
O -4.91694 -0.94975 -1.21787
O -5.71714 -3.27335 -1.44587
N -3.34714 -2.78475 -0.67497
C -3.10814 -4.00425 -0.20867
N -3.98384 -4.70715 0.50893
C -3.66724 -5.93955 0.84073
C -2.44584 -6.51455 0.50673
C -1.54184 -5.69565 -0.15757
N -1.84704 -4.46195 -0.50587
H -7.41314 -1.76355 5.20313
H -5.90044 -0.97085 5.47153
H -7.95334 -2.79255 3.09553
H -7.25634 -3.23385 0.73353
H -3.56904 -1.24965 1.42243
H -4.20574 -0.82235 3.79383
H -4.41464 -6.47605 1.40993
H -2.21324 -7.53415 0.75463
H -0.54914 -6.04505 -0.41617

---

6.
Computed, not measured: a structure of composition C30H24BLiN3O3PSe2, with ωB97M-V/def2-TZVPD.

Computed properties:
LUMO (eV): 4.334
Energy above the lowest of the compared OMol25 structures with the same formula, charge and spin (eV): 0.628
Frontier orbital gap (eV): 6.00
Largest force on an atom (Eh/bohr): 0.01298
Calculated total energy (eV): -182980.9819
Charge: -2

Atoms and positions in Å:
Li 0.63760 -0.95680 -0.17916
O -2.28497 -2.86733 -2.60905
C -1.18398 -2.50977 -2.11710
N -0.94222 -1.92965 -0.96500
C -2.14862 -1.71401 -0.19894
C -1.84938 -1.24723 1.20465
C -2.88069 -1.09420 2.13188
C -2.60169 -0.55854 3.36999
C -1.29529 -0.19142 3.66737
C -0.32818 -0.40531 2.70429
N -0.59199 -0.93549 1.50624
C 0.03822 -2.75443 -2.98532
C -0.10258 -2.62931 -4.36949
C 1.00293 -2.81104 -5.17490
C 2.21706 -3.13562 -4.58092
C 2.25133 -3.26442 -3.20270
N 1.19530 -3.08090 -2.41389
H -2.78297 -2.60979 -0.15930
H -2.78433 -0.94028 -0.65732
H -3.89248 -1.36019 1.85009
H -3.39307 -0.39501 4.09285
H -1.03626 0.27803 4.60730
H 0.70465 -0.12734 2.87383
H -1.08073 -2.39371 -4.76346
H 0.92696 -2.69702 -6.25087
H 3.11865 -3.27603 -5.16376
H 3.18115 -3.51386 -2.70034
Se 0.98583 3.00476 2.01084
P -1.11388 3.39289 2.05755
Se -2.41945 2.39868 0.68661
C -1.38843 5.22031 1.96686
C -2.26038 5.78486 1.04775
C -2.42520 7.16505 0.98831
C -1.72665 7.99146 1.85316
C -0.85200 7.43196 2.77978
C -0.68031 6.05894 2.82729
C -1.75560 3.14076 3.78037
C -3.09708 2.85296 4.00581
C -3.56747 2.64603 5.29505
C -2.69945 2.71710 6.37666
C -1.35776 2.99983 6.15976
C -0.88985 3.20588 4.86838
H -2.80368 5.12282 0.38336
H -3.10344 7.59217 0.25835
H -1.85360 9.06688 1.80266
H -0.29420 8.06940 3.45584
H 0.02790 5.62358 3.52143
H -3.75645 2.76695 3.14995
H -4.61404 2.41108 5.45293
H -3.06518 2.53981 7.38173
H -0.66822 3.04349 6.99489
H 0.16399 3.37663 4.67927
O 3.89692 0.21971 -0.71909
B 2.80202 -0.45878 -0.02894
O 3.47835 -1.04274 1.15042
C 4.78425 -0.72054 1.10973
C 5.78929 -1.04865 1.99420
C 7.07972 -0.58514 1.71036
C 7.33271 0.17836 0.57830
C 6.30456 0.50777 -0.31355
C 5.03890 0.04547 -0.02569
H 5.57730 -1.64128 2.87493
H 7.89184 -0.82444 2.38710
H 8.33982 0.52804 0.38299
H 6.48556 1.10686 -1.19671